(1)
This record from the Open Molecules 2025 dataset describes a molecular structure, C16H16FeNO3 at a distorted geometry. The level of theory is ωB97M-V/def2-TZVPD.

- frontier orbital gap (spin up / spin down) (Ha) = 0.23206 / 0.17293
- E_LUMO (spin up / spin down) (eV) = -3.91 / -6.51
- E_HOMO (spin up / spin down) (eV) = -10.22 / -11.21
- energy relative to the best compared isomer or geometry (same formula, charge and spin) (kcal per mole) = 14.00
- 2S+1 = 5
- charge = +1

Each line ends with the Mulliken spin population.
Cartesian coordinates (Å):
H1 -2.587 -3.283 6.334  0.000
C1 -4.061 -3.229 4.766  0.001
C2 -4.510 -5.934 5.334  -0.001
C3 -5.034 -3.942 4.054  0.000
H2 -4.675 -1.190 4.383  0.001
C4 -1.660 0.049 1.865  0.413
H3 -2.992 -5.695 6.857  0.000
C5 2.222 0.663 -0.894  -0.059
H4 -2.218 -0.360 2.715  0.053
C6 2.135 1.213 1.700  0.045
C7 1.389 -1.068 0.764  -0.082
C8 -0.655 1.315 -0.488  -0.082
H5 -4.703 -6.981 5.565  0.000
H6 -2.632 -2.506 2.772  0.000
N1 -3.192 -1.683 3.010  0.010
H7 -3.040 -1.366 5.062  0.000
Fe1 1.070 0.616 0.417  2.802
C9 -3.556 -5.212 6.062  0.000
C10 -0.525 1.950 0.771  0.373
C11 -0.893 1.190 1.944  -0.091
H8 -0.483 -0.743 -1.264  -0.005
C12 -5.246 -5.297 4.327  0.000
H9 -2.697 -0.664 0.117  0.059
H10 -3.954 -1.632 2.324  0.001
C13 -0.671 -0.111 -0.387  0.428
O1 1.569 -2.185 1.033  -0.002
H11 -0.624 1.845 -1.443  0.008
C14 -1.693 -0.706 0.589  -0.095
H12 -5.613 -3.432 3.275  0.000
O2 3.218 0.449 -1.459  0.098
C15 -3.763 -1.805 4.369  0.000
H13 -0.600 1.635 2.907  0.000
H14 -5.998 -5.844 3.755  0.000
O3 3.010 1.297 2.462  0.108
H15 -0.298 3.016 0.853  -0.003
C16 -3.334 -3.861 5.782  -0.001
H16 -1.504 -1.788 0.726  0.022

***

(2)
This record from the Open Molecules 2025 dataset describes C3H4N2OS in the gas phase at a distorted geometry. The level of theory is ωB97M-V/def2-TZVPD.

- frontier orbital gap (spin up / spin down) (Ha) = 0.24510 / 0.25235
- E_LUMO (spin up / spin down) (eV) = -0.64 / -0.59
- E_HOMO (spin up / spin down) (eV) = -7.31 / -7.46
- energy relative to the best compared isomer or geometry (same formula, charge and spin) (kcal per mole) = 98.98

Each line ends with the Löwdin charge.
Cartesian coordinates (Å):
H1 -2.661 1.791 0.476  0.115
H2 -2.095 1.533 -1.079  0.134
H3 0.774 -1.675 0.634  0.107
O1 5.040 0.170 -0.136  -0.614
H4 3.209 -1.630 0.338  0.110
C1 2.568 -0.675 0.141  -0.417
N1 0.271 0.234 0.273  0.070
S1 3.622 0.617 0.035  0.863
C2 -0.843 0.718 0.483  -0.168
C3 1.177 -0.720 0.313  -0.256
N2 -1.851 1.388 -0.049  0.057

***

(3)
This record from the Open Molecules 2025 dataset describes 3 unconnected molecules or ions with the total composition C43H80BrN7O6P2SSi at a distorted geometry. The level of theory is ωB97M-V/def2-TZVPD.

- frontier orbital gap (Ha) = 0.28016
- E_LUMO (eV) = -0.32
- E_HOMO (eV) = -7.94
- SMILES string = CCCN1C(=O)c2c(CCCCCCCC[Si](C)(C)c3ccccc3)cc(C[C@@H](C)Br)c(S(C)(=O)=O)c2C1=O.CN(C)P(=O)(N(C)C)N(C)C.CN(C)P(=O)(N(C)C)N(C)C

Each line ends with the Löwdin charge.
Cartesian coordinates (Å):
H1 -2.767 0.882 -1.077  0.113
H2 2.218 -2.428 -4.946  0.125
H3 6.147 1.377 0.629  0.061
H4 0.630 1.313 3.796  0.072
P1 -2.930 1.156 4.243  0.669
H5 -2.650 4.590 5.492  0.084
C1 -1.385 -3.823 -6.271  -0.191
H6 -4.974 3.601 4.817  0.085
H7 -5.315 -3.693 -1.523  0.083
H8 -5.134 2.892 -5.380  0.103
H9 4.283 0.386 -4.913  0.087
H10 -0.650 2.259 3.054  0.082
N1 -1.274 1.100 4.693  -0.319
H11 0.436 -3.671 -5.170  0.099
C2 -3.681 0.265 6.803  -0.148
H12 -0.629 0.820 0.460  0.100
H13 7.918 3.893 3.348  0.076
C3 4.860 3.352 4.544  -0.149
O1 4.862 0.427 -1.751  -0.372
C4 0.646 -1.101 -4.461  -0.109
H14 -1.144 -4.479 -7.110  0.101
H15 -5.434 -1.642 0.674  0.039
H16 3.388 -0.292 1.045  0.053
H17 8.001 -0.669 4.543  0.079
H18 9.184 2.754 2.870  0.073
H19 -5.500 3.335 -2.963  0.102
H20 -5.722 -1.283 -4.675  0.097
C5 -4.246 3.475 4.008  -0.122
H21 6.675 2.613 6.044  0.048
O2 5.558 0.086 3.634  -0.286
H22 4.579 -1.826 -2.287  0.064
C6 -0.328 -1.629 -5.488  -0.113
H23 9.254 0.410 5.197  0.080
H24 -5.737 -3.290 -3.245  0.080
H25 -1.931 -3.707 -2.733  0.096
H26 -4.555 0.199 7.455  0.080
H27 8.464 3.818 1.675  0.085
H28 -1.314 -1.577 -5.021  0.108
C7 -8.033 -1.841 -1.530  -0.164
C8 5.171 -1.555 -4.395  -0.702
H29 0.313 0.191 5.696  0.082
C9 1.147 0.394 -2.633  -0.025
H30 -3.324 -2.120 -1.763  0.082
O3 -1.918 0.739 -4.318  0.156
H31 -6.262 -0.095 0.341  0.031
C10 -5.820 1.281 -2.485  -0.103
H32 7.575 2.255 0.124  0.087
N2 -4.078 0.800 5.517  -0.307
Si1 -6.197 -1.425 -1.710  0.595
H33 -3.891 -5.125 -4.469  0.104
H34 4.590 2.784 5.447  0.080
H35 0.587 -3.065 -6.791  0.110
N3 5.055 2.505 3.385  -0.296
C11 -3.190 -4.292 -4.443  -0.189
H36 -0.591 0.508 2.778  0.062
H37 5.390 -2.463 -4.947  0.076
C12 -5.558 2.329 -3.357  -0.085
H38 8.980 0.338 3.461  0.075
C13 0.347 1.484 -1.912  -0.338
C14 0.270 -0.073 -3.606  -0.028
C15 8.481 0.311 4.435  -0.138
H39 -8.333 -1.670 -0.496  0.022
H40 -2.074 -5.730 -5.584  0.099
C16 2.827 -1.184 -3.331  -0.172
O4 3.189 1.753 -0.705  -0.280
H41 -2.977 0.925 7.314  0.069
O5 0.690 2.441 -1.293  0.165
H42 3.145 2.886 2.620  0.090
C17 4.154 -1.922 -3.277  -0.184
C18 -1.880 -4.753 -5.140  -0.188
H43 5.745 3.956 4.754  0.069
H44 4.055 4.062 4.342  0.080
C19 3.767 2.032 2.897  -0.147
N4 7.523 1.409 4.535  -0.322
H45 -1.195 0.089 6.542  0.050
H46 -3.241 -0.740 6.728  0.081
H47 -6.092 0.287 5.769  0.080
N5 7.235 2.237 2.218  -0.333
H48 3.906 -2.978 -3.403  0.122
C20 -5.677 -0.265 -4.304  -0.106
H49 4.039 -0.955 -6.110  0.080
C21 -0.425 1.295 3.523  -0.127
N6 -1.046 1.249 -2.211  0.050
C22 -5.879 -0.033 -2.943  -0.249
C23 -5.287 0.131 5.047  -0.152
H50 -4.602 -0.321 -0.200  0.009
H51 -3.398 -4.659 -2.351  0.103
H52 -5.970 1.527 -1.441  0.093
Br1 6.894 -1.079 -3.593  0.702
C24 2.428 -0.140 -2.475  -0.152
C25 -0.304 -1.290 -0.080  -0.057
H53 -4.720 2.888 3.218  0.074
H54 -5.619 0.552 4.098  0.064
H55 -5.235 0.561 -6.217  0.103
H56 -2.135 -0.528 -1.873  0.093
H57 -5.146 -0.948 4.900  0.081
H58 -3.602 -3.464 -5.023  0.096
H59 6.451 0.871 6.310  0.090
H60 -3.718 -1.935 -3.482  0.086
H61 2.759 -1.545 -0.083  0.056
H62 5.579 -0.180 -5.954  0.066
H63 6.128 3.143 0.656  0.092
H64 -0.613 -1.834 -0.978  0.067
H65 4.488 -1.292 0.056  0.075
C26 6.751 2.261 0.840  -0.105
C27 -1.164 -0.009 0.001  -0.204
C28 -5.262 -2.951 -2.321  -0.249
C29 -0.758 0.042 5.547  -0.117
H66 -8.170 -2.899 -1.756  0.022
H67 -1.120 -4.909 -4.374  0.097
H68 3.230 1.422 3.639  0.075
C30 -5.553 -0.831 -0.041  -0.165
H69 -1.970 -0.264 0.694  0.095
N7 -3.037 2.815 4.485  -0.335
C31 8.245 3.216 2.557  -0.102
C32 7.134 1.636 5.918  -0.125
C33 -1.033 0.660 -3.514  -0.357
P2 6.343 1.312 3.290  0.667
C34 -2.984 -3.863 -2.974  -0.196
H70 -1.201 3.775 4.934  0.075
H71 -4.020 4.454 3.581  0.082
H72 -2.074 3.158 6.341  0.076
S1 3.526 0.451 -1.196  0.650
C35 4.709 -0.497 -5.380  -0.134
H73 -2.157 -3.134 -6.611  0.107
C36 -1.840 0.355 -1.307  -0.131
H74 8.027 1.655 6.545  0.080
C37 3.524 -0.792 0.092  -0.105
C38 -5.418 0.780 -5.173  -0.088
H75 -0.492 -1.963 0.751  0.079
H76 3.896 1.431 2.001  0.032
H77 -8.671 -1.243 -2.177  0.027
H78 0.752 -1.078 -0.225  0.035
H79 -0.362 -0.952 -6.341  0.138
O6 -3.109 -0.076 3.410  -0.286
C39 1.917 -1.619 -4.293  0.024
H80 -0.916 -0.964 5.138  0.090
C40 -0.080 -3.080 -5.926  -0.197
C41 -2.194 3.609 5.355  -0.101
C42 -5.352 2.079 -4.701  -0.090
C43 -3.803 -2.597 -2.619  -0.275

***

Summary of total energy in eV
-58858.618, -19034.756, -175936.009
(order as listed above)